(1)
{
  "formula": "C6H38NO11",
  "method": "ωB97M-V with the def2-TZVPD basis set",
  "species": ["C", "C", "C", "C", "C", "C", "N", "H", "H", "H", "H", "H", "H", "H", "H", "H", "H", "H", "H", "H", "H", "H", "H", "H", "H", "O", "H", "H", "O", "H", "H", "O", "H", "H", "O", "H", "H", "O", "H", "H", "O", "H", "H", "O", "H", "H", "O", "H", "H", "O", "H", "H", "O", "H", "H", "O"],
  "xyz": [[4.6082, 0.4567, -1.4658], [3.5270, -0.3270, -2.3777], [3.1873, -1.8043, -2.1354], [2.7065, -1.8787, -0.6488], [1.2622, -2.3026, -0.5057], [0.6130, -2.1500, 0.7807], [-0.3680, -1.0298, 0.8030], [4.9055, -0.1025, -0.4059], [5.4543, 0.6206, -2.0804], [4.1857, 1.3593, -0.9948], [3.9960, -0.1440, -3.3873], [2.5754, 0.3930, -2.5489], [2.4801, -1.9976, -2.9332], [4.0794, -2.4767, -2.4575], [3.4268, -2.6084, -0.1465], [2.8200, -0.9343, -0.1152], [0.6973, -1.8269, -1.3443], [1.1356, -3.3852, -0.6979], [1.4255, -1.8711, 1.4706], [0.1617, -3.0246, 1.3195], [0.2576, -0.2348, 0.9858], [-1.0120, -0.9750, 0.0454], [-1.1482, -1.0773, 1.5816], [-4.1794, 0.8334, -3.4413], [-4.7399, 0.9147, -2.1057], [-4.4971, 0.2471, -2.7285], [-0.4940, 1.6690, -0.6505], [-1.4971, 2.6030, -0.2907], [-1.0694, 1.8064, 0.0532], [1.0791, 2.3253, 3.5848], [2.1075, 1.0577, 3.6951], [1.3372, 1.4995, 3.2635], [-2.3996, -2.8920, -2.2415], [-1.2139, -2.9121, -3.2244], [-1.6654, -2.4356, -2.4830], [-2.5994, -2.8622, 2.4833], [-3.9856, -2.0347, 2.6016], [-3.1094, -2.0927, 2.1199], [-3.2809, -1.2054, -0.9758], [-3.2922, -1.5579, 0.5180], [-2.8311, -1.2507, -0.1863], [3.4482, 3.4999, 0.4041], [2.3723, 2.6731, 1.3624], [3.2626, 2.7352, 0.9942], [-2.4596, 0.6994, 3.2651], [-1.9656, 1.6600, 2.1903], [-1.8410, 1.5114, 3.2764], [0.0051, -0.0029, 4.0176], [-0.7150, -0.5808, 5.3222], [-0.4749, -0.7134, 4.4639], [-1.0563, 4.9951, -2.0775], [-2.1568, 4.8431, -1.0265], [-1.5772, 4.3703, -1.7544], [0.6533, 1.7600, -2.7035], [-0.4259, 0.5686, -2.5046], [-0.2212, 1.5068, -2.5189]],
  "forces_ev_per_angstrom": [[-1.8, -2.2, 3.2], [0.6, 3.2, -1.5], [1.5, 1.1, -0.2], [1.3, -1.9, 0.0], [-0.4, -2.0, -3.2], [-0.4, -0.2, 3.4], [-0.3, 0.2, 3.7], [-0.5, 0.9, -3.0], [1.0, 0.4, -0.1], [0.2, 0.0, -0.8], [-0.6, -0.8, 0.6], [1.6, -1.9, 1.0], [-0.8, -0.5, 0.4], [-1.3, 1.1, 1.2], [-1.2, 0.9, -0.2], [0.3, 0.2, -0.3], [0.1, -0.2, 0.7], [0.4, 0.4, -0.5], [-0.5, 0.2, 0.3], [0.2, 0.5, -1.2], [-1.3, 0.6, -0.4], [-0.5, 0.3, -1.8], [2.3, 0.1, -1.1], [0.0, -0.8, 0.0], [-0.5, 0.5, 1.1], [0.6, 0.2, -1.0], [1.9, -0.7, -2.3], [-0.2, 0.0, 0.2], [-1.8, 0.7, 2.3], [-0.1, 1.8, 1.4], [-0.9, 1.4, -0.1], [1.1, -3.5, -1.3], [-3.3, -2.3, 0.9], [-0.9, 0.5, 1.0], [4.4, 1.8, -2.0], [-1.1, 1.0, -0.2], [1.7, -0.3, -0.5], [-0.7, -0.8, 1.7], [-1.9, 0.3, -2.6], [-2.5, -1.6, 3.0], [4.3, 1.7, -1.3], [-1.0, -0.7, 0.9], [0.1, 0.6, -0.4], [0.8, 0.0, -0.5], [1.4, 1.6, 0.8], [1.0, 0.0, 4.0], [-2.4, -1.5, -5.1], [-0.3, 0.5, 0.8], [-0.6, 1.2, 3.4], [0.9, -1.8, -4.4], [3.7, 4.4, -2.3], [1.8, -1.3, -2.4], [-5.6, -3.1, 4.8], [1.8, -0.3, -0.6], [0.7, -0.1, -0.5], [-2.4, 0.2, 0.8]],
  "homo_energy_ev": -13.3,
  "charge": 1,
  "e_above_lowest_kcal_mol": 81.9,
  "homo_lumo_gap_ha": 0.39591
}



(2)
{
  "formula": "C14H18F13N2Si",
  "method": "ωB97M-V with the def2-TZVPD basis set",
  "species": ["F", "C", "F", "F", "C", "F", "F", "C", "F", "F", "C", "F", "F", "C", "F", "F", "C", "F", "F", "C", "C", "Si", "H", "H", "H", "H", "H", "H", "H", "C", "C", "N", "C", "C", "N", "C", "C", "H", "H", "H", "H", "H", "H", "H", "H", "H", "H", "H"],
  "xyz": [[2.9383, -0.6415, -0.2556], [4.1250, -0.0726, -0.5619], [4.1766, 1.1323, 0.0000], [5.0969, -0.8328, -0.0450], [4.3086, -0.0132, -2.1150], [4.5690, -1.2955, -2.4830], [5.3800, 0.7728, -2.3756], [3.1316, 0.4395, -3.0612], [2.0560, -0.3550, -2.8263], [3.5846, 0.1686, -4.3025], [2.6953, 1.9612, -3.0345], [3.3560, 2.6074, -2.0501], [3.0748, 2.4869, -4.2200], [1.1521, 2.3085, -2.9509], [1.1364, 3.6556, -3.1034], [0.5571, 1.7475, -4.0315], [0.3126, 2.0115, -1.6537], [1.1882, 2.1531, -0.6074], [-0.5960, 3.0342, -1.5749], [-0.4640, 0.7191, -1.4649], [-1.4157, 0.2561, -2.5666], [-2.8674, 1.3997, -2.9805], [-1.0503, 0.9141, -0.5629], [0.2369, -0.0612, -1.2079], [-1.8496, -0.6905, -2.2326], [-0.9078, 0.0146, -3.4956], [-3.9212, 0.5746, -3.6097], [-3.3937, 2.0265, -1.7492], [-2.4429, 2.4175, -3.9600], [-0.6169, -1.4755, 6.1025], [-1.9485, -1.4077, 5.3854], [-1.8003, -1.4553, 3.9143], [-0.6483, -1.2796, 3.1846], [-0.9888, -1.3718, 1.8759], [-2.3433, -1.6031, 1.8262], [-2.8088, -1.6439, 3.0697], [-3.1469, -1.7652, 0.6111], [0.0141, -0.6181, 5.8698], [-0.7984, -1.4667, 7.1742], [-0.0753, -2.3894, 5.8582], [-2.4761, -0.4875, 5.6335], [-2.5796, -2.2482, 5.6687], [0.2996, -1.1108, 3.6598], [-0.4038, -1.3007, 0.9760], [-3.8351, -1.8100, 3.3492], [-3.9208, -1.0026, 0.5804], [-3.5959, -2.7546, 0.5902], [-2.4941, -1.6482, -0.2474]],
  "forces_ev_per_angstrom": [[0.3, 0.2, -0.1], [0.0, 0.0, 0.1], [-0.1, -0.4, -0.2], [-0.4, 0.4, -0.2], [0.3, -0.1, -0.1], [0.0, 0.6, 0.1], [-0.5, -0.5, 0.1], [0.1, 0.0, -0.2], [0.1, 0.2, 0.1], [-0.3, 0.0, 0.5], [0.1, 0.1, -0.2], [-0.3, -0.2, -0.3], [0.0, 0.0, 0.5], [0.1, 0.3, -0.1], [0.0, -0.5, -0.1], [0.1, 0.2, 0.2], [0.0, 0.3, 0.0], [-0.3, 0.0, -0.1], [0.3, -0.3, 0.1], [0.1, 0.0, -0.1], [-0.3, 0.1, 0.1], [0.1, 0.0, -0.3], [0.1, 0.1, 0.1], [0.4, -0.2, 0.0], [0.0, 0.0, 0.0], [0.2, 0.0, 0.0], [0.0, 0.0, 0.1], [0.0, 0.0, 0.0], [0.0, 0.1, 0.1], [0.1, 0.0, -0.1], [0.0, 0.0, 0.1], [-0.1, 0.0, 0.0], [0.0, 0.0, 0.1], [-0.1, 0.0, -0.1], [0.0, 0.0, 0.0], [0.0, -0.1, 0.0], [0.0, 0.0, 0.0], [0.0, 0.0, 0.0], [0.0, 0.0, 0.0], [0.0, 0.0, 0.0], [0.0, 0.0, 0.0], [0.0, 0.0, 0.0], [0.0, 0.0, -0.1], [0.1, 0.0, 0.1], [0.0, 0.0, 0.0], [0.0, 0.0, 0.0], [0.0, 0.0, 0.0], [0.0, 0.0, 0.0]],
  "homo_energy_ev": -13.7,
  "charge": 1,
  "e_above_lowest_kcal_mol": 2.9,
  "homo_lumo_gap_ha": 0.39064
}